# 1
Below is a 8-piece molecular cluster, C10H8Cl29N3OP overall at a distorted geometry, with properties calculated with wB97M-V/def2-TZVPD.

For the orbital gap, the calculation gives 8.55 eV. Its total energy is -389448.481 eV. Its net charge is +1.

CARTESIAN COORDINATES (ANGSTROEM)
Cl1 -1.129 7.503 -6.062
Cl2 -4.715 2.672 -5.701
Cl3 4.337 -1.686 4.060
Cl4 -4.114 3.490 -8.397
Cl5 1.131 5.942 -5.178
Cl6 -1.392 -6.271 2.821
Cl7 -0.338 3.486 2.673
Cl8 -6.452 1.885 -7.863
Cl9 -0.297 2.953 -2.057
Cl10 -1.585 -2.651 1.147
Cl11 -1.543 4.922 -4.836
Cl12 -4.061 -5.923 3.857
Cl13 -0.683 5.511 4.723
Cl14 2.650 1.655 7.637
Cl15 -1.921 0.736 -1.209
Cl16 -2.595 3.412 -0.386
Cl17 -0.122 6.278 1.999
Cl18 2.921 -2.827 6.293
Cl19 -3.547 -5.538 1.046
Cl20 -2.687 5.139 2.680
Cl21 4.411 2.844 5.687
Cl22 -3.821 0.724 -7.631
Cl23 -0.398 5.096 -7.475
Cl24 5.494 -3.881 5.529
Cl25 -3.450 -8.189 2.180
Cl26 3.192 -4.346 3.857
Cl27 1.590 3.451 5.640
Cl28 2.511 0.827 4.877
Cl29 -2.962 2.608 -3.146
P1 -1.271 -2.381 -0.865
O1 -1.615 -3.830 -1.522
N1 2.689 -1.304 -0.912
N2 3.746 -2.669 0.774
N3 1.396 -2.590 0.393
C1 1.241 -1.019 -1.183
C2 2.792 2.202 5.967
C3 3.988 -3.192 4.947
C4 2.638 -2.226 0.127
C5 -4.779 2.193 -7.405
C6 -1.954 2.444 -1.706
C7 -3.121 -6.485 2.478
C8 -0.953 5.106 3.021
C9 0.606 -2.374 -0.881
C10 -0.487 5.870 -5.890
H1 0.973 -0.377 -0.344
H2 1.256 -3.414 0.970
H3 -0.955 -4.525 -1.391
H4 3.121 -1.807 -1.695
H5 4.182 -3.534 0.505
H6 0.968 -3.181 -1.532
H7 4.126 -2.124 1.535
H8 0.990 -0.604 -2.152

---

# 2
Below is one molecule with the formula C10H8F3NO at a distorted geometry, with properties calculated with wB97M-V/def2-TZVPD.

For the orbital gap, the calculation gives 9.21 eV. Its total energy is -22189.211 eV. The structure (SMILES) is C[C@]1(C(F)(F)F)N=Cc2ccc(O)cc21. Its net charge is 0. The calculation puts the energy relative to the best compared isomer or geometry (same formula, charge and spin) at 61.13 kJ/mol.

CARTESIAN COORDINATES (ANGSTROEM)
F1 2.681 -1.356 -2.142
F2 0.802 -0.573 -2.687
F3 0.848 -2.371 -1.495
O1 -3.331 -0.956 0.987
N1 2.094 0.947 -0.484
C1 1.376 -0.352 -0.280
C2 -2.419 1.305 0.614
C3 -2.348 -0.139 0.587
C4 1.193 1.841 -0.299
C5 -0.123 1.351 -0.042
C6 -1.312 1.999 0.238
C7 -0.062 -0.006 0.062
C8 1.439 -1.185 -1.696
C9 2.063 -1.112 0.871
C10 -1.144 -0.814 0.237
H1 -1.320 3.067 0.274
H2 1.914 -0.692 1.951
H3 -4.097 -0.486 1.079
H4 1.615 -2.104 0.779
H5 1.243 2.875 -0.648
H6 -0.968 -1.849 0.580
H7 3.179 -1.158 0.673
H8 -3.321 1.768 0.841

---

# 3
Below is one molecule with the formula C10H8N2 at a distorted geometry, with properties calculated with wB97M-V/def2-TZVPD.

For the orbital gap, the calculation gives 9.35 eV. Its total energy is -13479.108 eV. The structure (SMILES) is c1ccc(-c2cccnc2)nc1. Its net charge is 0. The calculation puts the energy relative to the best compared isomer or geometry (same formula, charge and spin) at 55.37 kJ/mol.

CARTESIAN COORDINATES (ANGSTROEM)
N1 -1.373 1.162 -0.153
N2 2.856 -1.234 -0.113
C1 -3.491 0.106 -0.004
C2 0.742 -0.006 -0.109
C3 2.861 1.145 0.198
C4 1.472 1.220 0.117
C5 -0.798 -0.022 -0.110
C6 -2.928 -1.166 0.214
C7 1.513 -1.152 -0.257
C8 -2.684 1.194 -0.132
C9 3.500 -0.083 0.113
C10 -1.534 -1.201 0.141
H1 -0.817 -2.076 0.358
H2 0.856 2.172 0.137
H3 -3.464 -2.068 0.383
H4 3.281 2.177 0.196
H5 -3.187 2.207 -0.090
H6 4.564 -0.102 0.110
H7 -4.556 0.147 0.101
H8 1.037 -2.163 -0.363

---

# 4
Below is C10H8N2O2PtS5 as an isolated structure at a distorted geometry, with properties calculated with wB97M-V/def2-TZVPD.

For the orbital gap, the calculation gives 3.96 eV. Its total energy is -74982.837 eV. Its net charge is +2. The calculation puts the energy relative to the best compared isomer or geometry (same formula, charge and spin) at 74.37 kJ/mol.

CARTESIAN COORDINATES (ANGSTROEM)
Pt1 -0.262 1.174 -0.515
S1 -0.249 3.485 -0.599
S2 4.056 3.378 -0.534
S3 -0.173 -3.453 -1.301
S4 1.882 5.475 -0.527
S5 2.153 1.176 -0.616
O1 -2.636 1.089 -0.589
O2 4.481 5.990 -0.460
N1 0.065 -1.267 -2.890
N2 -0.415 -0.970 -0.620
C1 -0.991 -1.171 1.782
C2 -0.824 -3.959 1.404
C3 3.672 5.145 -0.497
C4 -0.163 -1.740 -1.663
C5 -1.165 -3.423 2.632
C6 -0.662 -1.700 0.537
C7 -0.577 -3.087 0.354
C8 1.399 3.829 -0.569
C9 2.427 2.837 -0.572
C10 -1.247 -2.041 2.823
H1 -3.184 1.837 -0.321
H2 -1.056 -0.094 1.902
H3 -0.762 -5.029 1.260
H4 -1.521 -1.660 3.796
H5 -1.376 -4.085 3.459
H6 -3.218 0.416 -0.964
H7 0.282 -1.877 -3.660
H8 0.063 -0.275 -3.053

---

# 5
Below is one molecule with the formula C10H8O at a distorted geometry, with properties calculated with wB97M-V/def2-TZVPD.

For the orbital gap, the calculation gives 9.03 eV. Its total energy is -12543.956 eV. The structure (SMILES) is c1ccc(-c2ccco2)cc1. Its net charge is 0. The calculation puts the energy relative to the best compared isomer or geometry (same formula, charge and spin) at 331.27 kJ/mol.

CARTESIAN COORDINATES (ANGSTROEM)
O1 1.829 -1.151 -0.016
C1 -2.329 -1.350 -0.048
C2 2.039 1.049 -0.019
C3 -3.058 -0.206 0.009
C4 -0.349 -0.027 -0.042
C5 -1.150 1.105 0.014
C6 3.085 -0.863 0.004
C7 -2.514 0.988 -0.044
C8 -0.904 -1.281 -0.040
C9 1.113 -0.014 -0.067
C10 3.377 0.450 0.043
H1 -3.099 1.981 0.183
H2 -0.290 -2.119 0.144
H3 1.536 2.228 -0.132
H4 -4.092 -0.076 0.017
H5 3.802 -1.586 -0.050
H6 -0.518 2.201 -0.031
H7 -2.876 -2.412 0.111
H8 4.399 1.084 -0.035

---

# 6
Below is one molecule with the formula C10H9BN2O2 at a distorted geometry, with properties calculated with wB97M-V/def2-TZVPD.

For the orbital gap (spin up / spin down), the calculation gives 5.55 / 6.19 eV. Its total energy is -18263.096 eV. Its net charge is 0. The calculation puts the energy relative to the best compared isomer or geometry (same formula, charge and spin) at 612.73 kJ/mol.

CARTESIAN COORDINATES (ANGSTROEM)
O1 -0.618 -3.575 1.135
O2 0.233 -1.983 2.760
N1 -1.262 -0.131 0.440
N2 -2.096 0.886 -4.146
C1 2.599 1.335 -0.624
C2 -0.587 0.819 -2.201
C3 1.078 0.299 0.922
C4 -1.413 -1.210 1.105
C5 -1.439 0.863 -3.160
C6 0.398 0.712 -1.369
C7 1.741 1.235 -1.624
C8 2.351 0.787 0.640
C9 -2.259 0.898 0.351
C10 0.072 0.206 -0.020
B1 -0.602 -2.336 1.702
H1 -2.717 1.036 1.282
H2 0.952 -2.703 3.006
H3 1.869 1.769 -2.655
H4 -1.683 1.781 0.002
H5 -1.092 -3.945 0.422
H6 3.470 1.957 -0.863
H7 0.897 -0.160 1.866
H8 -2.971 0.624 -0.450
H9 3.078 0.835 1.478